54
Properties=species:S:1:pos:R:3:lowdin_charge:R:1 method="wB97M-V/def2-TZVPD" lumo_ev=-2.713 smiles="C=CCn1c(P(O)O)c(CCCCC)[n+](NCCC)c1COC" homo_lumo_gap_ha=0.318 charge=+1 de_lowest_kj_mol=98.4
C 4.301 -2.277 -0.582 0.039
C 3.625 -2.404 0.574 -0.207
C 2.927 -1.256 1.240 -0.116
N 1.639 -0.937 0.591 0.041
C 0.670 -1.801 0.055 -0.203
P 0.874 -3.652 -0.020 0.877
O -0.192 -4.124 -1.143 -0.261
O 0.221 -4.154 1.403 -0.254
C -0.356 -1.019 -0.386 -0.143
C -1.629 -1.516 -1.010 -0.118
C -2.883 -0.638 -0.861 -0.184
C -3.170 -0.236 0.598 -0.210
C -4.666 -0.302 0.986 -0.246
C -5.149 1.013 1.607 -0.118
N 0.017 0.291 -0.155 0.019
N -0.731 1.401 -0.531 0.038
C -0.106 2.264 -1.550 -0.183
C 0.650 1.500 -2.629 -0.227
C 1.439 2.488 -3.515 -0.088
C 1.205 0.300 0.459 -0.156
C 1.932 1.518 0.933 -0.125
O 2.091 1.359 2.328 -0.177
C 2.674 2.506 2.939 -0.066
H 4.187 -3.029 -1.357 0.069
H 5.008 -1.470 -0.763 0.071
H 3.598 -3.367 1.074 0.092
H 3.560 -0.368 1.232 0.128
H 2.722 -1.482 2.287 0.136
H -1.040 -4.442 -0.799 0.075
H 0.267 -3.453 2.065 0.059
H -1.450 -1.802 -2.048 0.129
H -1.871 -2.433 -0.471 0.106
H -3.722 -1.246 -1.202 0.111
H -2.789 0.255 -1.474 0.101
H -2.570 -0.817 1.307 0.112
H -2.875 0.805 0.754 0.079
H -4.840 -1.086 1.724 0.105
H -5.268 -0.484 0.095 0.102
H -5.150 1.808 0.858 0.075
H -4.531 1.313 2.456 0.072
H -6.174 0.922 1.971 0.073
H -1.030 1.904 0.294 0.139
H 0.558 3.022 -1.122 0.102
H -0.923 2.799 -2.039 0.133
H -0.042 0.963 -3.280 0.115
H 1.372 0.790 -2.221 0.100
H 2.342 2.013 -3.897 0.075
H 0.851 2.797 -4.377 0.079
H 1.753 3.374 -2.960 0.072
H 2.892 1.637 0.419 0.147
H 1.281 2.380 0.763 0.122
H 3.429 2.975 2.304 0.096
H 3.163 2.171 3.852 0.097
H 1.908 3.232 3.224 0.097

33
Properties=species:S:1:pos:R:3:lowdin_charge:R:1 method="wB97M-V/def2-TZVPD" lumo_ev=0.159 smiles="O=C(Nc1nnc(C2CC2)s1)c1n[nH]c(=O)c2ccccc12" homo_lumo_gap_ha=0.327 charge=0 de_lowest_kj_mol=83.6
O 1.441 3.250 -1.132 0.111
C 0.854 2.212 -0.949 -0.407
N -0.509 2.203 -0.756 0.115
C -1.267 1.162 -0.300 -0.616
N -0.831 0.135 0.340 0.018
N -1.778 -0.728 0.672 0.015
C -2.966 -0.394 0.318 -0.542
C -4.155 -1.184 0.586 -0.279
C -5.468 -0.499 0.873 -0.117
C -5.282 -1.217 -0.417 -0.117
S -3.014 1.151 -0.541 1.089
C 1.494 0.865 -0.956 -0.176
N 1.021 0.025 -1.817 0.125
N 1.566 -1.180 -1.910 0.095
C 2.610 -1.691 -1.161 -0.406
O 3.000 -2.825 -1.349 0.072
C 3.153 -0.738 -0.190 -0.065
C 4.219 -1.108 0.629 0.001
C 4.736 -0.208 1.534 -0.060
C 4.197 1.074 1.631 -0.058
C 3.142 1.455 0.833 -0.002
C 2.604 0.554 -0.092 -0.086
H -0.979 3.088 -0.912 0.153
H -3.924 -2.094 1.125 0.144
H -5.480 0.580 0.861 0.089
H -6.103 -0.938 1.627 0.102
H -5.165 -0.630 -1.316 0.089
H -5.786 -2.159 -0.568 0.102
H 1.147 -1.786 -2.607 0.164
H 4.616 -2.107 0.529 0.121
H 5.562 -0.492 2.169 0.106
H 4.612 1.774 2.341 0.107
H 2.732 2.451 0.904 0.113

15
Properties=species:S:1:pos:R:3:lowdin_charge:R:1 method="wB97M-V/def2-TZVPD" lumo_ev=-3.205 smiles=NC[n+]1cc[nH]c1 homo_lumo_gap_ha=0.394 charge=+1 de_lowest_kj_mol=195.1
N 1.960 -0.621 0.126 0.062
C 1.151 0.516 0.035 -0.242
N -0.243 0.177 -0.056 -0.047
C -1.247 1.129 -0.027 0.022
C -2.414 0.395 -0.087 -0.023
N -2.065 -0.891 0.119 0.100
C -0.751 -1.041 0.161 -0.012
H 2.741 -0.432 0.678 0.078
H 2.175 -1.194 -0.657 0.098
H 1.434 1.361 -0.932 0.213
H 1.235 1.124 0.878 0.112
H -1.188 2.224 -0.028 0.154
H -3.420 0.654 -0.089 0.121
H -2.879 -1.511 0.069 0.198
H -0.235 -1.967 0.392 0.168

122
Properties=species:S:1:pos:R:3:lowdin_charge:R:1 method="wB97M-V/def2-TZVPD" lumo_ev=3.597 homo_lumo_gap_ha=0.143 charge=-2 de_lowest_kj_mol=11.3
Rb -0.357 -0.592 0.026 0.604
O -4.842 -2.659 -0.519 0.084
C -3.491 -2.600 -0.399 -0.480
O -2.994 -2.105 0.585 0.015
C -2.729 -3.162 -1.556 -0.292
C -3.408 -3.731 -2.616 -0.080
C -2.586 -4.324 -3.628 -0.130
C -1.242 -4.214 -3.569 -0.041
C -0.610 -3.445 -2.493 -0.223
N -1.413 -3.047 -1.403 0.055
C 0.708 -3.151 -2.522 -0.435
O 1.515 -3.615 -3.557 0.002
O 1.361 -2.480 -1.531 -0.304
H -5.174 -2.239 0.287 0.118
H -4.484 -3.774 -2.642 0.078
H -3.051 -4.872 -4.442 0.082
H -0.604 -4.662 -4.318 0.090
H 1.957 -2.831 -3.915 0.028
C -3.813 3.100 3.691 -0.135
C -2.865 1.965 3.308 -0.557
C -3.686 0.778 2.795 -0.144
P -1.488 2.223 2.069 1.070
C -0.157 3.147 2.998 -0.559
C -0.458 4.441 3.748 -0.119
C 0.980 3.374 2.001 -0.138
C -2.089 3.436 0.847 -0.295
C -2.617 4.684 1.169 -0.103
C -3.006 5.632 0.228 -0.321
C -3.605 6.952 0.634 -0.092
C -2.835 5.280 -1.117 -0.084
C -2.318 4.068 -1.498 -0.034
C -1.920 3.074 -0.542 -0.351
N -1.418 1.895 -0.862 -0.048
C -1.188 1.521 -2.190 -0.308
C -2.082 0.651 -2.839 -0.210
C -3.388 0.325 -2.172 -0.033
C -1.725 0.066 -4.047 -0.010
C -0.516 0.353 -4.668 -0.288
C -0.089 -0.384 -5.908 -0.057
C 0.330 1.265 -4.052 -0.039
C 0.026 1.837 -2.823 -0.223
C 1.008 2.734 -2.126 -0.035
H -4.514 2.752 4.457 0.067
H -4.397 3.419 2.826 0.073
H -3.299 3.977 4.084 0.044
H -2.333 1.642 4.214 0.088
H -4.138 1.021 1.828 0.078
H -4.496 0.535 3.491 0.069
H -3.078 -0.115 2.646 0.056
H 0.178 2.403 3.732 0.060
H -0.773 5.227 3.061 0.064
H 0.444 4.797 4.259 0.068
H -1.233 4.313 4.505 0.055
H 0.670 4.083 1.230 0.079
H 1.261 2.449 1.492 0.053
H 1.867 3.776 2.501 0.073
H -2.734 4.947 2.213 0.073
H -3.442 7.139 1.698 0.061
H -4.687 6.998 0.462 0.062
H -3.161 7.788 0.085 0.061
H -3.118 5.994 -1.889 0.099
H -2.194 3.834 -2.550 0.103
H -3.227 -0.011 -1.145 0.058
H -3.924 -0.455 -2.714 0.075
H -4.021 1.215 -2.097 0.083
H -2.397 -0.661 -4.495 0.115
H -0.947 -0.651 -6.528 0.068
H 0.427 -1.314 -5.647 0.071
H 0.597 0.214 -6.512 0.067
H 1.291 1.491 -4.510 0.109
H 1.843 2.984 -2.783 0.066
H 1.420 2.235 -1.243 0.073
H 0.534 3.658 -1.786 0.070
C 3.859 1.009 2.268 -0.163
C 2.933 0.621 3.418 -0.425
P 1.782 -0.771 3.015 0.950
C 2.956 -2.176 2.796 -0.414
C 3.426 -2.351 1.355 -0.171
C 1.165 -1.163 4.705 -0.447
C 0.148 -0.145 5.208 -0.166
H 4.357 1.959 2.472 0.065
H 3.311 1.112 1.328 0.062
H 4.632 0.256 2.108 0.056
H 2.301 1.473 3.682 0.045
H 3.517 0.365 4.311 0.075
H 2.411 -3.067 3.128 0.054
H 3.802 -2.055 3.485 0.078
H 2.592 -2.494 0.663 0.055
H 4.101 -3.206 1.259 0.069
H 3.959 -1.474 0.992 0.041
H 2.010 -1.252 5.399 0.075
H 0.686 -2.142 4.629 0.007
H 0.598 0.838 5.373 0.053
H -0.302 -0.464 6.151 0.066
H -0.658 -0.023 4.481 0.051
S -1.246 -3.848 3.543 0.536
C -0.282 -4.497 2.330 -0.904
N -0.322 -4.250 1.024 0.062
C 0.680 -5.016 0.286 -0.118
C 1.594 -5.511 1.412 -0.148
N 0.701 -5.432 2.566 -0.007
H -0.918 -3.585 0.530 0.085
H 1.191 -4.386 -0.437 0.098
H 0.204 -5.850 -0.238 0.125
H 2.460 -4.854 1.533 0.087
H 1.941 -6.530 1.244 0.107
H 1.047 -5.454 3.510 0.104
C 4.351 0.682 -2.727 -0.230
Ge 3.650 -1.169 -2.769 0.750
C 3.994 -1.680 -4.706 -0.247
C 4.947 -2.335 -1.826 -0.225
C 1.927 -1.162 -1.930 -0.362
H 5.368 0.710 -3.128 0.001
H 4.350 1.075 -1.710 0.001
H 3.725 1.335 -3.339 -0.008
H 5.019 -1.383 -4.954 -0.006
H 3.306 -1.181 -5.393 -0.005
H 3.914 -2.759 -4.866 0.000
H 5.837 -2.480 -2.445 0.001
H 4.495 -3.310 -1.634 0.011
H 5.254 -1.908 -0.871 -0.009
H 1.169 -0.670 -2.553 -0.013